C25H46BNP2Pm | wB97M-V/def2-TZVPD

Summary:
Relative energy (zero: lowest compared OMol25 entry of this formula, charge and spin) = 129.9 kJ/mol
Strongest force on any atom = 1.7 eV/A
⟨S²⟩ = 6.0197
Net charge = +1
HOMO-LUMO gap (alpha / beta) = 0.1835 / 0.1920 Ha
Multiplicity = 5
M = 578.4 g mol⁻¹
Lowest unoccupied orbital energy (alpha / beta) = -4.39 / -4.16 eV

CARTESIAN COORDINATES (ANGSTROEM)
H: 3.785 -2.098 -0.491
H: -2.479 -2.428 -4.355
C: -1.523 1.453 5.963
H: 0.644 -2.742 -1.399
C: -0.319 1.517 5.093
H: 0.060 -0.802 -6.461
C: 2.302 -0.652 -0.640
C: -1.388 0.839 -6.456
P: -0.825 -0.611 -4.185
C: -0.208 -0.751 -0.982
H: -3.740 -2.764 4.563
H: 3.169 0.031 -0.576
H: -3.221 -0.839 -3.953
H: 2.755 -3.809 0.889
H: 1.436 3.196 -5.650
C: -0.209 -2.297 -0.896
H: 1.629 1.436 -5.557
N: -2.354 -0.491 2.663
H: 2.339 2.263 1.680
H: -1.624 -1.353 -6.375
C: 0.874 -2.928 1.302
H: -1.099 1.091 -7.487
H: -1.204 -2.790 1.001
H: -2.220 0.671 5.635
H: -2.048 2.412 5.978
C: 1.200 2.182 3.487
H: 1.187 -1.607 5.124
H: 0.348 -0.818 6.521
H: -1.089 -2.700 -1.420
C: -0.741 3.811 4.063
H: 1.008 2.178 -7.078
H: 3.502 0.442 3.345
H: 2.447 3.708 2.704
C: 2.507 -0.014 3.155
H: -0.138 4.616 3.611
H: -2.384 -1.753 -2.686
H: -1.616 3.657 3.377
H: -2.483 0.917 -6.350
H: 0.715 -3.222 2.352
H: 1.339 -1.556 -4.658
H: -0.696 -0.391 -1.913
C: -2.373 -1.511 -3.760
B: -2.600 -2.366 4.598
C: 0.467 -1.909 -4.096
C: 0.496 0.402 4.758
C: 1.127 -0.095 -0.944
H: 0.983 3.421 1.733
H: -0.841 -0.357 -0.163
H: 2.848 -2.270 1.700
Pm: -0.944 1.328 2.608
C: -1.453 3.537 -6.180
H: 0.783 -2.011 -3.056
C: 0.116 2.632 4.317
C: -2.448 -1.298 3.523
C: 1.765 2.926 2.339
H: -2.543 3.474 -6.061
H: -1.124 4.483 -5.732
H: -0.561 -1.410 5.117
C: -0.204 -2.745 0.536
H: -2.409 -1.864 5.698
C: -0.933 -0.561 -6.051
H: 2.394 -2.773 -1.263
H: 2.524 -1.042 3.533
H: 1.088 0.981 -1.184
H: -1.235 1.208 7.000
C: 1.003 2.236 -5.975
H: 2.393 -0.076 2.057
H: -1.167 4.134 5.021
H: -1.787 -3.242 4.361
P: -0.700 2.130 -5.260
C: 2.680 -2.101 -0.443
H: -1.205 3.525 -7.255
C: 0.379 -0.922 5.416
H: 0.117 -2.872 -4.486
C: 1.419 0.797 3.753
C: 2.313 -2.795 0.901



C25H46Br20N2O | wB97M-V/def2-TZVPD

Summary:
Strongest force on any atom = 7.8 eV/A
HOMO-LUMO gap = 0.3391 Ha
M = 1988.7 g mol⁻¹
Lowest unoccupied orbital energy = 0.13 eV

CARTESIAN COORDINATES (ANGSTROEM)
H: 6.105 -4.102 -3.479
H: -1.319 -2.593 7.953
C: 1.388 2.235 -0.529
H: -1.214 8.204 -3.892
Br: -4.196 1.753 1.928
N: -1.919 2.382 -0.966
H: 0.953 -7.813 -2.407
H: 2.897 0.028 4.590
H: 0.287 2.836 1.253
H: -0.298 9.591 -3.273
C: 1.123 1.274 4.724
Br: 7.840 -5.123 -1.330
Br: -1.999 0.381 5.634
C: 2.600 -8.503 -3.589
Br: 4.737 -1.469 -3.522
C: -1.252 -1.567 7.601
H: -2.687 -1.949 6.061
C: -1.718 -1.469 6.174
Br: -0.377 -1.823 -1.054
H: -1.019 -1.902 5.465
C: -6.215 2.907 0.256
H: 3.584 2.833 -0.488
H: 1.365 -0.853 4.703
N: 1.126 4.611 -1.582
H: 5.631 0.731 -1.786
H: -4.955 -2.094 6.772
Br: -7.771 2.448 1.334
Br: -4.706 -3.637 9.258
H: -6.601 3.066 -0.748
H: 2.879 2.732 1.171
Br: 2.177 2.875 4.365
Br: -1.452 5.163 -4.979
H: -2.062 0.237 -2.345
H: 5.639 2.181 -2.808
H: 0.962 1.272 5.798
H: -2.794 -0.548 -3.752
H: -1.807 -0.919 8.272
H: 0.175 1.403 4.221
Br: -2.197 9.002 -1.776
H: 2.518 -7.678 -1.584
H: 7.415 -6.346 -3.431
C: -5.194 1.803 0.256
H: -6.694 -3.723 7.798
H: 6.215 0.353 -4.296
C: -6.243 -2.887 8.326
C: 5.205 0.387 -3.891
C: -0.739 8.634 -3.013
C: -2.222 2.432 -4.721
H: 5.242 -5.514 -4.118
C: 1.852 0.031 4.300
H: 2.596 -7.586 -4.175
Br: 4.229 -4.781 -1.991
Br: 4.479 -8.958 -3.364
H: -0.211 6.825 -1.932
H: -2.695 1.555 -5.159
C: 5.160 1.217 -2.637
C: 0.228 2.082 0.476
H: -0.612 -1.583 -3.504
C: 0.255 7.668 -2.428
H: 0.929 7.301 -3.199
Br: -0.591 1.788 -3.888
C: 5.700 -5.079 -3.232
H: -4.446 1.973 -0.516
H: -2.850 2.818 -3.923
H: -2.804 3.651 -6.388
C: -5.824 -1.816 7.357
H: -5.826 3.842 0.646
Br: -3.959 -1.220 -1.678
H: -5.631 0.819 0.123
C: 1.924 -8.280 -2.264
H: 4.523 0.738 -4.657
Br: -5.386 -0.155 8.271
Br: 1.554 -9.963 -1.358
C: -1.922 3.455 -5.782
Br: 1.798 -0.188 2.365
H: 0.159 1.099 0.949
H: -6.643 -1.564 6.687
H: -1.098 3.170 -6.428
H: 1.104 0.345 -0.991
Br: 0.628 -1.090 7.779
C: -1.361 -1.780 -2.740
O: 1.197 1.150 -1.513
C: 2.861 2.238 0.190
C: -2.413 -0.704 -2.745
H: 3.297 1.264 0.285
C: 1.232 3.533 -1.205
Br: 1.403 8.533 -1.116
H: 2.150 -9.303 -4.168
H: 6.287 -6.877 -2.171
C: 6.727 -6.014 -2.656
C: -1.020 2.303 -0.255
H: -1.771 -2.775 -2.883
H: -6.928 -2.526 9.085
Br: 3.304 1.605 -2.119



C25H46Cl4HfN5O5 | wB97M-V/def2-TZVPD

Summary:
Strongest force on any atom = 6.7 eV/A
Net charge = +5
HOMO-LUMO gap = 0.0535 Ha
M = 817.0 g mol⁻¹
Lowest unoccupied orbital energy = -18.80 eV

CARTESIAN COORDINATES (ANGSTROEM)
C: 10.528 -10.681 4.424
C: 17.201 -10.834 -4.759
C: 11.681 -9.435 6.922
H: 10.600 -9.302 6.888
H: 8.076 -9.547 2.187
C: 12.187 -9.199 5.512
N: 15.437 -13.828 3.227
C: 8.344 -9.447 -3.233
N: 11.989 -10.540 4.804
C: 13.077 -13.290 -6.119
C: 10.064 -9.873 3.194
H: 12.756 -9.831 2.988
H: 12.972 -10.870 7.915
C: 13.316 -11.086 -1.375
C: 12.843 -10.724 3.604
H: 10.311 -11.729 4.218
C: 13.744 -9.644 -1.114
O: 12.787 -8.645 -1.360
H: 14.127 -11.808 -1.276
H: 11.915 -12.506 5.699
H: 16.621 -9.913 -4.796
H: 8.334 -9.542 -4.321
C: 15.331 -16.881 -3.892
H: 17.849 -10.842 -5.634
Cl: 9.239 -11.999 -0.357
C: 17.909 -10.969 -3.412
H: 17.319 -13.646 2.368
H: 11.204 -11.283 7.777
H: 13.091 -13.625 -7.158
H: 13.860 -10.819 3.971
H: 8.373 -11.051 2.723
H: 16.282 -17.151 -4.338
H: 10.409 -8.835 3.198
C: 8.551 -10.017 3.048
H: 13.422 -11.619 5.774
H: 12.020 -15.641 -2.263
H: 12.473 -11.591 3.064
H: 9.910 -10.352 5.258
C: 15.321 -15.661 -3.054
H: 13.262 -9.039 5.429
O: 10.542 -10.133 -3.449
C: 15.451 -13.944 -5.484
H: 14.664 -9.460 -1.679
O: 14.422 -13.253 3.614
H: 12.063 -17.695 -3.721
H: 16.220 -15.081 -2.902
H: 14.374 -10.918 -5.299
C: 14.142 -15.310 -2.383
H: 17.305 -10.849 -2.518
C: 12.978 -17.141 -3.541
C: 16.545 -13.280 -4.982
Hf: 12.020 -6.559 -1.499
H: 12.645 -14.071 -5.500
C: 16.431 -13.033 2.490
H: 14.213 -18.456 -4.734
H: 13.025 -11.182 -2.431
N: 16.222 -11.957 -4.930
Cl: 10.639 -13.398 -2.538
H: 17.550 -13.604 -4.758
Cl: 11.478 -13.637 0.334
H: 12.471 -12.388 -6.142
H: 18.592 -10.131 -3.587
N: 14.462 -13.025 -5.710
C: 12.350 -11.544 5.960
O: 10.205 -8.239 -2.502
H: 8.005 -9.870 3.975
H: 12.032 -8.700 7.643
C: 10.097 -13.459 -0.831
H: 14.147 -14.387 -1.819
H: 14.029 -9.585 -0.058
H: 7.910 -8.489 -2.973
Cl: 9.093 -14.912 -0.694
H: 18.552 -11.845 -3.346
H: 12.413 -11.384 -0.843
H: 15.181 -14.952 -5.762
H: 15.991 -12.833 1.514
N: 9.810 -9.298 -3.002
C: 12.963 -15.956 -2.688
H: 11.590 -8.453 4.994
H: 16.619 -12.094 3.000
C: 14.177 -17.588 -4.087
C: 14.915 -11.851 -5.245
O: 15.591 -15.011 3.385
H: 7.962 -10.379 -2.829
H: 10.589 -10.271 2.319
C: 12.082 -10.861 7.295



C25H46F8O11P | wB97M-V/def2-TZVPD

Summary:
Strongest force on any atom = 4.7 eV/A
Net charge = -1
HOMO-LUMO gap = 0.1811 Ha
M = 705.6 g mol⁻¹
Lowest unoccupied orbital energy = 1.52 eV

CARTESIAN COORDINATES (ANGSTROEM)
H: 1.296 5.970 3.289
C: -0.006 -2.711 4.497
H: 1.222 -5.069 3.887
C: 0.652 4.185 2.208
C: 1.499 4.902 3.221
C: 1.346 -5.727 -2.792
P: 0.006 -2.072 -2.357
H: -4.127 -0.644 2.860
H: 4.558 11.981 -3.359
C: 0.682 -5.051 2.937
O: -2.015 0.199 -0.683
H: 4.893 11.716 -1.639
F: 0.220 -8.651 -0.740
H: 0.855 -5.920 -5.044
O: 1.157 -2.693 -3.531
F: -2.330 -7.371 -3.540
C: -0.974 -3.846 -3.830
O: 2.259 9.743 0.927
C: 1.628 6.723 0.455
C: -0.439 -6.382 -1.338
H: -1.271 -5.627 -1.548
H: 0.635 -2.690 -1.199
O: 0.679 -3.733 2.372
H: -0.946 -1.428 -1.463
H: 2.414 10.750 -3.154
O: 0.663 -1.524 2.567
H: 4.251 11.749 0.801
F: -1.726 -9.713 -1.860
H: -2.394 -0.492 3.059
H: 2.399 -5.022 -4.643
C: 0.497 -2.607 3.084
C: -0.897 -7.739 -0.649
C: 2.636 10.551 0.105
H: 1.852 6.220 -0.490
H: 1.252 -5.679 2.247
C: -2.167 -8.481 -1.262
C: 1.300 -5.150 -4.312
C: 0.277 6.283 0.980
H: -0.823 0.589 2.306
C: 0.565 -3.735 -4.380
C: 2.888 11.167 -2.262
C: -0.726 -5.596 3.056
F: -2.997 -8.897 -0.161
H: 3.102 12.660 -0.214
H: 2.379 -6.244 -2.708
H: -1.093 -2.614 4.498
H: 2.552 4.743 2.986
C: -3.034 -7.688 -2.335
O: 0.323 -6.715 -2.539
H: 0.734 -0.809 -2.213
H: -0.701 -1.382 -3.413
H: -0.911 1.985 1.208
C: -0.877 0.901 1.265
F: -3.526 -6.107 -0.405
H: -1.336 -4.988 3.728
H: 2.433 6.466 1.147
H: 1.331 -4.818 -2.102
H: -0.493 6.546 0.251
F: -5.253 -6.605 -1.972
C: -3.272 -0.003 2.629
H: 2.646 12.220 1.411
O: 0.219 4.855 1.126
F: -1.104 -7.551 0.756
H: -1.631 -3.186 -4.499
H: -1.412 -4.914 -3.944
H: -3.561 -5.504 -2.392
H: -4.413 1.820 2.772
H: -0.712 -6.621 3.434
H: 0.280 -3.633 5.000
H: 0.265 -5.858 -0.581
H: 0.040 0.544 0.791
H: -2.687 2.055 2.986
H: 1.283 4.488 4.209
O: -1.238 -3.327 -2.502
H: 2.396 12.123 -2.070
C: 4.375 11.315 -2.513
H: 1.645 7.802 0.292
O: 2.634 10.234 -1.202
C: -3.513 1.376 3.208
H: 0.512 -3.234 -5.415
C: -2.051 0.331 0.520
O: 0.424 2.999 2.320
H: 0.429 -1.897 5.080
H: -3.636 1.323 4.292
C: -3.851 -6.416 -1.750
F: -4.060 -8.609 -2.768
H: 4.824 10.342 -2.728
O: -3.184 0.046 1.201
H: -1.222 -5.587 2.084
C: 3.200 11.876 0.535
H: 0.005 6.784 1.912



C25H46FN3O14 | wB97M-V/def2-TZVPD

Summary:
Structure (SMILES) = C[N+](=O)[O-].C[N+](=O)[O-].C[N+](=O)[O-].CCOC(C)=O.CCOC(C)=O.CCOC(C)=O.CCOC(C)=O.Fc1ccccc1
Relative energy (zero: lowest compared OMol25 entry of this formula, charge and spin) = 52.1 kJ/mol
Strongest force on any atom = 1.9 eV/A
HOMO-LUMO gap = 0.3505 Ha
M = 631.6 g mol⁻¹
Lowest unoccupied orbital energy = -0.11 eV

CARTESIAN COORDINATES (ANGSTROEM)
O: -2.073 -4.696 -2.261
C: 8.489 -0.138 -0.749
H: 4.479 0.464 0.893
H: -4.113 -2.855 -0.711
H: 2.450 -2.300 1.626
C: -3.262 -3.516 -0.653
C: 1.687 -3.037 1.883
H: 0.395 3.457 1.330
C: -2.506 -1.311 5.404
H: -2.008 0.627 -1.537
C: -3.295 5.481 -4.730
O: -1.986 -0.651 0.633
H: 1.214 -4.376 3.577
N: -1.404 -2.289 5.193
O: 6.309 0.198 0.053
C: -2.341 1.204 -5.316
H: -0.840 2.333 -6.362
H: -2.518 6.179 -5.068
C: 1.343 2.976 1.552
H: -0.604 0.761 2.777
C: -2.556 4.219 -4.447
H: 4.378 1.088 -1.608
H: 2.659 -5.557 -0.737
O: -1.622 -3.237 4.471
H: -3.735 2.780 4.875
C: 7.127 -0.713 -0.473
O: -0.374 -2.140 5.806
H: 8.579 0.234 -1.769
H: 2.559 -4.644 -2.224
O: 1.645 -2.553 -0.856
H: -5.822 1.816 3.912
H: 1.083 0.466 -1.429
H: -1.186 -0.937 2.999
H: -0.798 1.953 -1.612
H: -2.963 1.043 -6.197
C: -1.424 2.392 -5.438
F: -6.085 1.185 1.376
H: 2.876 -4.366 3.109
C: -2.686 2.714 3.045
H: -2.117 -0.302 5.348
C: 2.033 -4.869 -1.303
C: -0.502 -0.279 2.466
H: -1.964 2.690 0.952
C: -2.750 2.514 1.675
N: -3.128 -4.165 -1.996
H: -1.773 3.051 3.524
H: 0.719 -2.536 1.848
O: 6.824 -1.845 -0.741
H: 4.786 -0.564 -2.023
H: 1.265 1.910 1.724
C: -3.823 2.545 3.822
O: 1.591 -4.045 0.858
H: 8.646 0.675 -0.041
C: 1.741 -3.669 -0.408
C: 4.911 -0.133 0.095
H: -3.006 1.381 -4.464
H: -2.311 -2.990 -0.570
C: -0.891 -0.341 1.010
H: -1.821 0.279 -5.065
H: -3.064 -1.532 6.309
N: 2.285 3.190 0.438
O: 0.052 0.222 0.253
H: 1.047 -5.289 -1.513
H: -0.689 2.319 -4.631
H: 0.482 -0.614 2.788
O: -2.374 3.772 -3.351
C: -4.996 2.078 3.263
H: 1.744 3.481 2.430
C: 0.094 0.097 -1.176
C: -1.004 0.905 -1.843
H: 9.249 -0.910 -0.657
H: -3.154 -1.563 4.566
C: 1.998 -3.723 3.189
H: -3.921 1.893 0.024
H: 3.261 -0.292 -1.299
C: -3.922 2.008 1.098
O: -2.124 3.611 -5.559
H: -3.675 5.929 -3.819
H: -4.024 5.373 -5.527
O: 1.824 3.495 -0.649
H: 2.161 -3.008 3.997
O: -4.096 -4.130 -2.727
H: -3.269 -4.302 0.094
O: 3.449 2.900 0.646
H: 0.038 -0.936 -1.521
H: -0.941 0.756 -2.922
H: 4.809 -1.173 0.416
C: 4.293 0.055 -1.270
C: -5.035 1.828 1.905